Entry 1:
# C5H14

A cluster of 2 separate species, C5H14 in total at a distorted geometry (wB97M-V/def2-TZVPD, OMol25).

```
19
Properties=species:S:1:pos:R:3:forces:R:3:lowdin_charge:R:1
C 0.684 0.445 2.093 0.374 -0.270 -1.039 -0.133
C -0.753 0.214 1.656 -1.188 -0.875 2.032 -0.318
C -1.019 -1.222 1.190 -0.485 0.457 0.046 -0.112
H 0.834 1.516 2.153 0.613 0.097 0.095 0.066
H 1.356 -0.044 1.374 0.007 0.721 -0.412 0.062
H 1.047 -0.054 2.988 -0.765 0.120 0.606 0.068
H -1.402 0.262 2.538 0.285 0.237 0.458 0.090
H -1.204 1.050 1.123 0.490 -0.291 -0.958 0.096
H -1.993 -1.607 1.483 -0.323 0.316 -0.024 0.066
H -0.959 -1.349 0.133 0.350 -0.189 -0.889 0.045
H -0.341 -1.887 1.691 0.655 -0.315 0.063 0.065
C -0.116 0.257 -2.803 0.194 0.316 0.802 -0.158
C 1.054 0.441 -1.789 -0.451 -0.387 -0.960 -0.157
H 0.137 0.630 -3.792 0.040 -0.098 -0.052 0.054
H -0.334 -0.806 -2.851 -0.311 0.022 -0.301 0.053
H -1.004 0.798 -2.476 -0.107 -0.150 -0.040 0.055
H 0.830 1.085 -0.943 -0.048 0.127 -0.079 0.047
H 1.899 0.825 -2.357 0.286 0.028 0.429 0.057
H 1.283 -0.553 -1.411 0.385 0.137 0.224 0.053
```
Forces are in eV/Å.

Summary:
- Kohn-Sham gap (eV) = 12.01
- energy above the lowest of the compared OMol25 structures with the same formula, charge and spin (kJ/mol) = 61.99
- strongest force on any atom (hartree/bohr) = 0.049
- HOMO energy (eV) = -10.843
- SMILES string = CCC.CC

***

Entry 2:
# C40H49Br2N8O8RbSSi

A structure of composition C40H49Br2N8O8RbSSi (wB97M-V/def2-TZVPD, OMol25).

```
110
Properties=species:S:1:pos:R:3:forces:R:3:lowdin_charge:R:1
Rb 1.151 -0.885 -1.234 0.682 0.139 0.075 0.741
O 4.782 -5.625 1.869 0.009 0.016 0.006 0.031
C 3.892 -4.651 1.478 0.017 -0.008 0.004 -0.300
C 2.793 -4.948 0.694 -0.023 0.004 -0.003 0.035
C 1.925 -3.916 0.354 0.006 -0.112 0.029 -0.186
N 2.120 -2.668 0.768 -0.069 0.048 -0.091 0.088
C 3.216 -2.374 1.472 -0.146 -0.131 0.008 -0.191
C 4.129 -3.343 1.862 0.070 0.058 0.028 0.045
C 3.485 -0.887 1.779 0.097 0.018 -0.244 -0.673
O 4.677 -0.604 2.036 -0.071 -0.006 0.113 -0.061
O 2.514 -0.109 1.657 -0.039 0.027 0.118 -0.099
C 0.717 -4.244 -0.571 0.025 -0.146 0.122 -0.675
O 0.692 -5.416 -0.990 -0.056 -0.006 -0.003 -0.050
O -0.090 -3.314 -0.799 -0.044 0.074 -0.018 -0.161
H 4.481 -6.454 1.484 -0.005 -0.022 -0.008 0.090
H 2.581 -5.942 0.319 0.000 -0.004 0.004 0.112
H 5.009 -3.056 2.420 0.002 -0.008 -0.005 0.118
N -5.857 -1.497 -1.251 0.038 -0.001 -0.028 0.079
C -4.682 -1.002 -1.852 -0.080 0.029 0.006 -0.330
C -4.740 0.080 -2.727 0.030 -0.030 -0.004 -0.044
C -3.576 0.591 -3.278 0.019 0.030 -0.020 -0.060
C -2.346 0.044 -2.953 0.047 -0.027 0.001 -0.278
C -2.278 -1.040 -2.082 -0.166 0.017 0.164 -0.079
C -3.444 -1.555 -1.540 0.070 -0.029 0.024 -0.023
S -0.861 0.801 -3.573 0.005 -0.150 -0.005 0.534
O -1.221 1.666 -4.686 -0.105 0.005 0.046 -0.341
O -0.276 1.496 -2.437 -0.084 0.224 0.013 -0.400
N 0.154 -0.339 -3.919 0.160 0.034 -0.033 -0.170
C -0.120 -1.432 -4.648 0.193 -0.362 -0.098 -0.478
N -1.278 -1.596 -5.318 -0.087 0.166 0.095 0.126
C -1.498 -2.784 -5.859 -0.106 0.083 -0.032 -0.164
C -0.606 -3.832 -5.787 0.071 -0.081 0.014 -0.087
C 0.596 -3.543 -5.147 0.074 -0.008 -0.054 -0.148
N 0.872 -2.371 -4.615 -0.169 0.011 0.035 0.119
H -6.671 -1.403 -1.839 -0.018 0.001 0.004 0.072
H -5.761 -2.447 -0.927 0.003 -0.009 0.007 0.078
H -5.701 0.519 -2.975 0.002 0.006 0.000 0.101
H -3.607 1.423 -3.970 -0.009 -0.007 0.001 0.107
H -1.360 -1.529 -1.771 -0.049 0.049 -0.285 0.048
H -3.371 -2.400 -0.864 -0.006 0.001 -0.006 0.121
H -2.448 -2.896 -6.378 0.006 -0.006 0.001 0.097
H -0.818 -4.807 -6.200 -0.001 -0.002 -0.001 0.081
H 1.372 -4.299 -5.065 0.007 0.015 -0.002 0.105
N 0.791 4.024 -4.336 -0.151 -0.020 -0.100 0.190
C 1.483 4.673 -3.372 0.241 -0.025 -0.073 -0.507
O 1.619 5.892 -3.357 -0.092 -0.039 0.044 0.018
C 2.120 3.795 -2.343 -0.045 -0.002 0.056 -0.137
C 2.183 4.236 -1.028 -0.007 0.014 -0.022 -0.006
C 2.678 3.381 -0.063 -0.049 -0.007 -0.041 -0.040
C 3.121 2.122 -0.451 0.160 -0.051 0.006 -0.117
N 3.148 1.720 -1.725 -0.209 -0.004 0.017 0.082
C 2.632 2.537 -2.641 -0.037 0.041 0.074 -0.096
H 0.273 4.611 -4.968 0.012 0.011 -0.018 0.107
H 0.406 3.097 -4.191 0.046 0.064 0.088 0.055
H 1.815 5.226 -0.788 -0.001 -0.007 0.011 0.116
H 2.702 3.656 0.983 -0.007 -0.006 -0.004 0.098
H 3.432 1.404 0.303 0.082 0.029 -0.039 0.090
H 2.622 2.170 -3.662 0.001 -0.012 0.006 0.122
C -1.025 3.000 4.861 -0.017 -0.010 -0.049 -0.095
C -0.780 2.632 3.391 0.011 -0.016 -0.074 -0.615
C -1.272 3.790 2.510 -0.031 -0.013 0.026 -0.108
C 0.737 2.532 3.155 -0.014 -0.050 0.024 -0.110
Si -1.685 0.999 2.901 0.061 -0.076 -0.013 0.469
Br -0.832 0.400 0.928 -0.259 0.244 0.104 0.624
C -3.574 1.251 2.560 0.059 0.001 -0.061 -0.620
C -4.263 1.991 3.715 0.005 -0.044 -0.016 -0.099
C -4.268 -0.106 2.363 0.034 0.035 0.040 -0.106
C -3.818 2.032 1.258 0.002 0.020 -0.008 -0.113
C -1.296 -0.480 4.070 0.033 -0.002 -0.042 -0.620
C 0.193 -0.461 4.455 -0.007 0.021 -0.002 -0.094
C -2.137 -0.434 5.354 0.016 0.007 -0.049 -0.099
C -1.523 -1.831 3.370 -0.002 0.020 0.016 -0.108
H -0.542 3.960 5.078 0.005 -0.004 0.000 0.082
H -0.600 2.260 5.539 0.020 -0.016 0.034 0.061
H -2.086 3.105 5.096 -0.006 0.008 0.019 0.062
H -0.679 4.684 2.734 0.009 -0.010 0.009 0.082
H -2.319 4.039 2.693 0.009 0.021 -0.002 0.057
H -1.145 3.566 1.449 -0.005 0.012 0.000 0.080
H 1.181 3.520 3.329 -0.012 0.003 0.011 0.083
H 0.982 2.225 2.139 -0.003 -0.008 -0.010 0.037
H 1.229 1.827 3.818 0.025 -0.015 0.004 0.065
H -4.108 1.495 4.675 -0.019 -0.006 0.037 0.064
H -5.343 2.027 3.529 0.003 0.001 0.004 0.081
H -3.914 3.020 3.809 0.007 0.026 -0.009 0.060
H -4.274 -0.707 3.272 0.004 -0.037 0.011 0.060
H -3.794 -0.679 1.563 0.000 -0.022 0.010 0.067
H -5.309 0.067 2.068 -0.001 0.004 0.001 0.082
H -3.388 3.031 1.269 -0.023 -0.030 -0.026 0.055
H -4.899 2.136 1.107 -0.004 -0.015 0.018 0.083
H -3.413 1.501 0.395 -0.001 0.013 -0.008 0.051
H 0.437 0.373 5.114 0.022 0.026 0.017 0.062
H 0.846 -0.421 3.578 0.017 -0.003 -0.015 0.068
H 0.425 -1.384 4.998 -0.011 0.006 -0.001 0.088
H -2.021 0.509 5.893 -0.001 0.023 0.032 0.063
H -1.817 -1.240 6.025 0.001 0.000 -0.008 0.081
H -3.200 -0.578 5.155 -0.032 -0.012 0.003 0.059
H -0.859 -1.954 2.514 -0.015 -0.015 -0.005 0.059
H -2.547 -1.976 3.032 -0.026 -0.013 -0.024 0.057
H -1.291 -2.632 4.083 -0.006 0.012 0.007 0.085
Br 7.413 0.867 -4.249 -0.005 -0.009 0.014 0.686
C 6.082 -0.102 -3.289 0.027 0.015 -0.021 -0.688
C 6.165 -0.203 -1.917 -0.005 0.004 0.023 -0.106
C 5.162 -0.913 -1.265 0.026 0.026 -0.052 -0.115
N 4.149 -1.489 -1.906 -0.083 -0.065 -0.001 0.052
C 4.090 -1.372 -3.231 -0.010 0.081 0.058 -0.142
C 5.039 -0.686 -3.979 -0.033 -0.002 0.011 -0.113
H 6.962 0.264 -1.356 0.000 0.001 -0.006 0.101
H 5.177 -0.991 -0.181 -0.007 -0.019 -0.009 0.097
H 3.228 -1.817 -3.722 0.003 -0.010 -0.007 0.088
H 4.947 -0.603 -5.052 -0.001 0.003 0.000 0.098
```
Forces are in eV/Å.

Summary:
- Kohn-Sham gap (eV) = 7.19
- energy above the lowest of the compared OMol25 structures with the same formula, charge and spin (kJ/mol) = 17.08
- net charge = -2
- strongest force on any atom (hartree/bohr) = 0.014
- HOMO energy (eV) = -3.523

***

Entry 3:
# C21H27F6N3O24

A cluster of 9 separate species, C21H27F6N3O24 in total at a distorted geometry (wB97M-V/def2-TZVPD, OMol25).

```
81
Properties=species:S:1:pos:R:3:forces:R:3:lowdin_charge:R:1
O 3.963 2.572 4.805 -0.571 -1.297 -2.686 0.165
C 3.838 2.210 3.656 0.997 1.374 0.877 -0.461
O 4.804 2.406 2.674 -0.022 0.331 1.276 0.062
C 4.234 2.289 1.390 -0.825 -0.349 0.172 -0.079
C 3.043 1.414 1.706 -0.258 -0.793 -0.367 -0.305
F 3.448 0.100 1.617 -0.038 -0.297 0.059 0.043
O 2.733 1.652 3.058 0.444 0.521 0.106 0.118
H 3.885 3.248 1.008 0.214 0.225 0.066 0.141
H 4.896 1.804 0.672 0.038 0.075 0.297 0.139
H 2.166 1.511 1.066 -0.025 0.163 0.295 0.144
O -1.561 -6.132 -0.621 -1.122 2.440 -3.366 0.102
C -1.915 -5.445 -1.606 1.931 -4.174 3.831 -0.575
O -1.408 -5.583 -2.821 1.285 -0.394 -1.220 0.091
C -2.014 -4.661 -3.731 0.560 -0.133 0.153 -0.034
C -2.737 -3.777 -2.768 -0.467 0.306 0.143 -0.324
F -3.950 -3.563 -3.267 -1.578 0.690 -0.237 0.093
O -2.879 -4.573 -1.599 -0.923 1.829 0.225 0.169
H -1.310 -4.118 -4.360 0.396 -0.249 0.406 0.130
H -2.718 -5.165 -4.394 -0.098 -0.157 0.234 0.146
H -2.295 -2.818 -2.497 0.215 -0.070 -0.126 0.150
O 2.261 0.260 -1.019 -0.181 1.380 -2.384 0.139
C 2.630 1.014 -1.900 0.515 -1.576 1.889 -0.465
O 3.780 1.735 -1.716 -0.692 0.366 -0.736 0.051
C 3.795 2.746 -2.735 -0.401 -0.077 -0.472 -0.032
C 3.001 2.031 -3.878 -0.688 2.439 2.238 -0.326
F 3.753 1.243 -4.592 1.256 -1.101 -1.417 0.135
O 2.086 1.218 -3.149 0.503 0.143 1.309 0.113
H 3.299 3.640 -2.357 -0.634 -0.146 -0.083 0.137
H 4.774 3.147 -2.997 0.292 -0.977 -0.077 0.143
H 2.464 2.779 -4.461 -0.190 -0.464 -0.357 0.173
O -3.179 3.370 5.146 3.146 0.165 -1.441 0.134
C -2.121 3.498 4.535 -3.587 0.966 1.760 -0.464
O -1.859 2.884 3.377 -0.051 0.568 -0.080 0.071
C -0.540 3.222 2.969 1.114 -0.924 1.599 -0.048
C -0.127 4.289 4.013 1.523 -2.670 -0.744 -0.424
F -0.009 5.395 3.363 0.610 4.227 -2.036 0.117
O -1.134 4.427 4.900 -2.057 -2.163 0.651 0.162
H 0.034 2.310 3.129 0.232 0.039 -0.253 0.119
H -0.360 3.591 1.959 -0.876 -0.009 0.034 0.128
H 0.848 4.091 4.458 -0.103 -0.256 0.535 0.168
O -1.452 -2.292 5.903 -2.171 1.273 -2.330 0.143
C -2.258 -1.763 5.148 1.492 -1.044 1.730 -0.482
O -3.134 -2.401 4.324 0.726 -0.644 0.350 0.083
C -3.856 -1.465 3.577 -0.183 2.310 -0.539 -0.081
C -3.644 -0.169 4.430 -0.891 -1.898 -1.385 -0.327
F -4.544 -0.253 5.417 -1.587 0.502 1.320 0.079
O -2.429 -0.410 5.047 0.914 0.222 -0.319 0.129
H -3.487 -1.282 2.568 0.681 -0.411 0.095 0.102
H -4.913 -1.672 3.407 0.026 -0.448 0.844 0.140
H -3.826 0.756 3.882 0.972 0.184 0.287 0.163
O 0.688 -2.921 -2.498 1.948 -0.633 3.780 0.087
C 1.264 -3.142 -1.406 -0.343 0.719 -3.321 -0.515
O 0.702 -3.659 -0.346 -1.326 -0.376 1.501 0.086
C 1.709 -4.014 0.620 0.950 -0.213 0.575 -0.002
C 2.854 -3.082 0.229 -1.534 -0.104 -0.444 -0.344
F 4.057 -3.599 0.293 1.530 -0.928 0.475 0.125
O 2.571 -2.920 -1.135 -0.351 1.141 -1.956 0.133
H 1.531 -3.854 1.684 -1.211 0.167 -0.298 0.147
H 1.925 -5.074 0.493 0.278 0.081 -0.172 0.152
H 2.850 -2.128 0.757 -0.066 0.160 -0.113 0.157
C -1.321 -0.731 -0.223 0.755 -0.693 -0.559 0.062
N -1.239 0.382 0.759 -0.290 -1.331 -0.690 -0.409
O -1.782 0.181 1.816 -0.075 0.485 0.704 0.092
O -0.627 1.365 0.431 0.322 0.727 0.028 0.064
H -1.878 -0.444 -1.115 -0.282 0.127 0.332 0.081
H -1.670 -1.639 0.269 -0.322 0.359 -0.055 0.107
H -0.311 -0.927 -0.583 0.111 0.239 0.095 0.084
C 0.324 -1.009 -4.835 0.894 -0.509 0.284 0.041
N -0.871 -0.123 -4.551 0.772 -2.267 0.346 -0.417
O -0.971 0.819 -5.257 -0.668 1.898 -0.745 0.103
O -1.651 -0.451 -3.653 0.724 0.242 -0.591 0.026
H 0.051 -1.994 -5.215 -0.617 0.025 0.703 0.092
H 0.919 -1.066 -3.924 -0.467 -0.367 0.042 0.068
H 1.009 -0.665 -5.610 -0.642 0.998 -0.024 0.095
C -2.172 2.447 -2.179 -0.806 -0.070 0.945 0.033
N -1.798 3.852 -1.778 -0.129 0.543 1.097 -0.418
O -1.787 4.109 -0.570 0.070 -0.532 -1.290 0.042
O -1.546 4.671 -2.642 -0.045 -0.701 0.077 0.065
H -1.308 1.791 -2.074 0.204 0.392 -0.789 0.072
H -2.768 2.456 -3.092 0.851 0.008 -0.223 0.103
H -2.829 2.061 -1.399 -0.100 0.398 0.154 0.090
```
Forces are in eV/Å.

Summary:
- Kohn-Sham gap (eV) = 10.49
- energy above the lowest of the compared OMol25 structures with the same formula, charge and spin (kJ/mol) = 91.71
- strongest force on any atom (hartree/bohr) = 0.116
- HOMO energy (eV) = -11.046
- SMILES string = O=C1OC[C@@H](F)O1.O=C1OC[C@@H](F)O1.O=C1OC[C@@H](F)O1.O=C1OC[C@@H](F)O1.O=C1OC[C@@H](F)O1.O=C1OC[C@@H](F)O1.C[N+](=O)[O-].C[N+](=O)[O-].C[N+](=O)[O-]

***

Entry 4:
# CH15NO5

A structure of composition CH15NO5 (wB97M-V/def2-TZVPD, OMol25).

```
22
Properties=species:S:1:pos:R:3:forces:R:3:lowdin_charge:R:1
H 0.307 -0.235 -0.070 0.494 -0.083 0.178 0.028
O 1.361 0.223 -0.465 0.205 -0.543 0.107 -0.230
N -0.794 -0.665 0.417 -0.292 -0.149 -0.237 0.014
H 2.094 -0.379 -0.230 -0.589 0.443 -0.053 0.068
H -0.607 -0.982 1.362 0.086 -0.032 0.182 0.095
H -1.100 -1.454 -0.162 0.012 0.212 0.073 0.089
C -1.807 0.407 0.442 0.160 -0.012 0.087 -0.081
H -1.971 0.763 -0.572 -0.134 -0.112 -0.016 0.087
H -2.733 0.056 0.894 -0.090 0.080 -0.133 0.082
H -1.425 1.240 1.028 0.029 -0.026 0.054 0.076
O 1.281 2.080 1.402 0.700 0.148 -0.272 -0.114
H 1.270 1.455 0.617 0.303 0.300 0.344 -0.004
H 2.189 2.452 1.395 -0.908 -0.331 0.063 0.064
O 0.953 -0.392 -2.953 -0.061 0.233 0.249 -0.107
H 0.758 0.436 -3.413 0.037 -0.271 0.132 0.052
H 1.112 -0.133 -1.988 0.196 0.163 -0.620 -0.009
O -1.012 -2.120 -2.158 -0.146 -0.035 -0.429 -0.100
H -0.274 -1.529 -2.451 -0.390 -0.216 -0.250 -0.006
H -1.465 -2.395 -2.976 0.392 0.220 0.644 0.050
O 0.360 0.118 3.193 0.069 0.412 -0.685 -0.091
H 0.784 0.190 4.049 0.043 0.041 0.047 0.030
H 0.720 0.863 2.640 -0.117 -0.442 0.533 0.004
```
Forces are in eV/Å.

Summary:
- Kohn-Sham gap (eV) = 11.06
- energy above the lowest of the compared OMol25 structures with the same formula, charge and spin (kJ/mol) = 8.58
- strongest force on any atom (hartree/bohr) = 0.019
- HOMO energy (eV) = -10.349